C21H19F5MoN9O10STe as an isolated structure at a distorted geometry. Source: the OMol25 dataset; level of theory: ωB97M-V/def2-TZVPD.

Last column: Mulliken spin population.
Geometry (Å):
Mo -0.254 -0.638 1.686  0.879
S 0.131 -2.961 1.790  -0.013
C 0.778 -3.180 0.170  0.042
N 1.085 -4.405 -0.169  -0.008
N 1.273 -4.920 -1.337  0.237
C 0.855 -4.602 -2.613  -0.009
C 1.373 -5.400 -3.646  0.067
C 0.947 -5.221 -4.943  -0.036
C -0.012 -4.257 -5.228  0.076
C -0.530 -3.466 -4.211  -0.032
C -0.104 -3.624 -2.908  0.059
N 1.003 -2.095 -0.544  -0.078
N 0.814 -0.949 0.041  -0.128
C 1.238 0.105 -0.813  0.006
C 2.197 1.006 -0.360  -0.031
C 2.601 2.039 -1.189  0.001
C 2.043 2.181 -2.451  -0.004
C 1.102 1.271 -2.905  0.003
C 0.702 0.223 -2.093  -0.027
H 1.730 -5.829 -1.261  -0.015
H 2.111 -6.156 -3.418  0.000
H 1.348 -5.840 -5.729  -0.001
H -0.356 -4.133 -6.242  0.003
H -1.286 -2.732 -4.438  0.001
H -0.539 -3.028 -2.123  0.009
H 2.627 0.862 0.626  -0.001
H 3.352 2.738 -0.855  -0.001
H 2.360 2.990 -3.092  0.001
H 0.674 1.369 -3.891  0.000
H -0.024 -0.495 -2.444  0.014
C 2.631 1.300 5.881  -0.001
O 2.428 0.488 4.720  0.004
C 1.286 0.449 4.087  0.001
O 1.219 -0.302 3.087  -0.009
N 0.233 1.143 4.537  0.008
N -0.960 1.139 3.811  -0.001
H 3.652 1.088 6.197  0.000
H 1.944 1.029 6.686  0.000
H 2.542 2.361 5.636  0.000
H 0.341 1.821 5.289  0.000
H -1.171 2.073 3.457  0.002
H -1.748 0.822 4.384  0.001
O -2.313 4.292 -3.453  -0.004
N -1.759 4.771 -2.498  0.002
O -1.449 5.923 -2.345  -0.004
C -1.402 3.839 -1.427  -0.003
C -1.961 2.578 -1.433  0.113
C -1.567 1.626 -0.477  -0.037
C -0.558 1.979 0.470  0.061
O -0.061 1.071 1.257  -0.002
C -0.066 3.296 0.472  -0.040
C -0.474 4.234 -0.467  0.092
N 0.941 3.634 1.449  0.003
O 1.723 4.503 1.173  -0.006
O 0.943 3.006 2.497  -0.002
N -2.158 0.391 -0.515  0.233
O -1.842 -0.553 0.417  0.003
O -2.983 0.068 -1.360  0.474
H -2.704 2.308 -2.172  0.002
H -0.082 5.243 -0.457  -0.002
F -2.855 1.037 1.933  0.015
Te -3.271 -0.960 2.147  0.034
F -3.195 -2.520 0.944  0.021
F -4.707 -0.411 1.004  0.008
F -4.248 -2.316 3.068  0.003
F -3.971 -0.040 3.716  0.005
O -1.621 -1.267 2.875  0.008

As for the spin multiplicity: 3. As for the charge: +1. For the HOMO-LUMO gap (spin up / spin down), the calculation gives 5.05 / 6.26 eV. The expectation value of S² is 2.225. The LUMO energy (spin up / spin down) comes out at -5.7 / -5.6 eV. For the electronic energy, the calculation gives -3289.97742 a.u.

One molecule with the formula C21H19N3O4S at a distorted geometry. Source: the OMol25 dataset; level of theory: ωB97M-V/def2-TZVPD.

Last column: Löwdin charge in e.
Geometry (Å):
N -3.872 7.245 4.149  0.149
O 2.379 3.228 1.048  0.039
O 4.173 -4.418 -2.244  -0.233
O 5.090 -2.743 -0.837  -0.267
C -3.198 6.612 3.459  -0.187
O 2.896 -2.256 -2.121  -0.138
C 1.440 2.457 0.665  -0.224
C -0.036 2.796 0.819  -0.008
C -0.981 1.840 0.535  -0.106
C -1.031 6.032 2.417  -0.032
C 3.528 -0.036 -1.239  0.049
C -0.179 5.151 1.811  0.001
C 3.089 1.158 -0.673  0.016
C -2.962 4.562 2.086  0.055
C 1.265 -0.826 -1.068  0.020
C -2.409 5.750 2.606  -0.220
C 2.547 -1.110 -1.534  -0.265
C -0.729 3.950 1.428  -0.106
C 1.780 1.283 -0.153  -0.088
C -2.092 3.642 1.413  -0.167
C 0.850 0.232 -0.259  -0.091
N -2.222 2.342 0.962  0.145
N 2.943 -4.002 -0.095  -0.301
C 1.513 -4.134 -0.344  -0.120
C 3.178 -3.447 1.313  -0.056
C -1.620 -0.233 -0.749  -0.016
C -0.717 -0.316 1.673  -0.010
C -0.582 0.357 0.270  -0.383
S 3.867 -3.360 -1.353  0.668
H -0.619 6.917 2.872  0.115
H 4.562 -0.033 -1.488  0.105
H 0.856 5.362 1.763  0.110
H 3.801 1.956 -0.644  0.117
H -4.047 4.366 2.080  0.125
H 0.541 -1.520 -1.215  0.066
H -3.065 1.864 1.180  0.147
H 0.892 -3.227 -0.072  0.077
H 1.353 -4.276 -1.429  0.098
H 1.139 -5.019 0.234  0.107
H 4.256 -3.380 1.543  0.088
H 2.646 -4.216 1.881  0.080
H 2.633 -2.467 1.532  0.100
H -2.645 -0.198 -0.370  0.085
H -1.432 -1.291 -0.782  0.064
H -1.410 0.235 -1.714  0.105
H -1.738 -0.280 2.148  0.105
H 0.002 0.184 2.326  0.089
H -0.232 -1.333 1.568  0.093

Its SMILES is CN(C)S(=O)(=O)Oc1ccc2c(c1)C(C)(C)c1[nH]c3cc(C#N)ccc3c1C2=O. As for the charge: 0. For the HOMO-LUMO gap, the calculation gives 8.32 eV. The LUMO energy comes out at -0.6 eV. For the electronic energy, the calculation gives -1674.98002 a.u.

A 2-piece molecular cluster, C21H19N5O2 overall at a distorted geometry. Source: the OMol25 dataset; level of theory: ωB97M-V/def2-TZVPD.

Last column: Löwdin charge in e.
Geometry (Å):
C 0.019 -2.956 2.028  -0.031
N 0.096 -1.505 2.266  -0.037
C -1.102 -0.790 2.258  -0.127
C -2.320 -1.481 2.085  -0.020
C -3.527 -0.774 2.009  -0.064
C -3.589 0.607 2.329  -0.074
C -2.390 1.288 2.562  -0.004
C -1.128 0.638 2.421  -0.135
C 0.090 1.359 2.328  -0.005
C 1.290 0.623 2.396  -0.139
C 1.299 -0.801 2.203  -0.121
C 2.517 -1.472 1.971  -0.012
C 3.717 -0.737 1.912  -0.064
C 3.747 0.631 2.284  -0.077
C 2.541 1.291 2.552  -0.001
H 0.957 -3.503 2.304  0.091
H -0.781 -3.358 2.689  0.093
H -0.228 -3.183 0.968  0.112
H -2.357 -2.577 2.006  0.097
H -4.461 -1.290 1.748  0.108
H -4.537 1.157 2.366  0.106
H -2.430 2.339 2.888  0.121
H 0.104 2.365 1.826  0.148
H 2.557 -2.564 1.844  0.099
H 4.671 -1.216 1.641  0.109
H 4.674 1.214 2.331  0.105
H 2.539 2.330 2.911  0.121
C -0.029 -0.004 7.999  -0.033
N -0.028 1.193 7.221  0.019
C -0.024 2.386 7.980  -0.385
O -0.023 2.376 9.201  0.073
N -0.025 3.614 7.244  -0.003
C -0.017 4.870 7.965  -0.014
C -0.016 3.566 5.902  -0.260
C -0.007 2.354 5.167  -0.132
C 0.005 1.074 5.824  -0.357
O 0.039 -0.004 5.241  0.062
N 0.044 2.681 3.841  0.049
C 0.047 4.053 3.801  -0.180
N 0.017 4.623 5.036  0.104
H -0.046 -0.861 7.332  0.086
H 0.856 -0.041 8.631  0.098
H -0.896 -0.021 8.655  0.097
H -0.028 5.643 7.215  0.073
H -0.899 4.937 8.595  0.094
H 0.882 4.943 8.573  0.095
H 0.066 4.666 2.894  0.113

As for the charge: 0. For the HOMO-LUMO gap, the calculation gives 6.78 eV. The LUMO energy comes out at -0.6 eV. For the electronic energy, the calculation gives -1235.91121 a.u.

C21H20AsCrNOS as an isolated structure. Source: the OMol25 dataset; level of theory: ωB97M-V/def2-TZVPD.

Last column: Mulliken spin population.
Geometry (Å):
Cr -1.601 -1.689 0.799  4.111
N 0.597 -4.576 2.630  0.007
C -0.209 -3.874 1.825  0.024
O -0.666 -2.784 2.203  -0.030
C -0.565 -4.410 0.470  0.001
C -1.784 -3.619 -0.036  -0.094
H 0.882 -4.180 3.511  0.000
H 1.037 -5.418 2.309  -0.001
H -0.706 -5.495 0.520  -0.002
H 0.299 -4.224 -0.179  0.005
H -2.680 -4.065 0.419  -0.009
H -1.894 -3.793 -1.111  -0.006
S -2.329 0.240 1.972  -0.046
C -1.023 1.409 2.114  0.021
C -1.227 2.474 3.001  0.003
C -0.267 3.449 3.197  -0.002
C 0.929 3.394 2.494  0.005
C 1.137 2.362 1.596  0.002
C 0.182 1.368 1.390  -0.002
As 0.515 -0.087 0.114  -0.034
C -1.032 0.291 -1.034  -0.032
C -1.684 -0.781 -1.655  -0.041
C -2.902 -0.581 -2.303  0.028
C -3.460 0.682 -2.356  0.012
C -2.788 1.760 -1.788  -0.004
C -1.593 1.563 -1.122  0.049
C 1.941 0.741 -0.969  0.025
C 3.245 0.672 -0.479  0.001
C 4.304 1.185 -1.211  0.000
C 4.071 1.751 -2.458  0.001
C 2.782 1.794 -2.966  0.000
C 1.721 1.287 -2.228  0.003
H -2.165 2.510 3.540  0.000
H -0.453 4.255 3.896  0.000
H 1.690 4.150 2.640  0.001
H 2.059 2.343 1.031  0.001
H -1.185 -1.737 -1.742  0.003
H -3.407 -1.419 -2.767  -0.002
H -4.415 0.836 -2.842  0.001
H -3.209 2.756 -1.852  -0.001
H -1.098 2.398 -0.640  0.000
H 3.426 0.217 0.489  -0.001
H 5.312 1.139 -0.820  0.000
H 4.894 2.157 -3.031  0.000
H 2.601 2.224 -3.943  0.000
H 0.717 1.324 -2.631  0.001

As for the spin multiplicity: 5. As for the charge: 0. For the HOMO-LUMO gap (spin up / spin down), the calculation gives 7.27 / 7.56 eV. The expectation value of S² is 6.029. The LUMO energy (spin up / spin down) comes out at 0.4 / 0.4 eV. For the electronic energy, the calculation gives -4620.64955 a.u.